Record 1
Formula: C5H10N3O3S
Source: OMol25
Level of theory: the ωB97M-V functional and the def2-TZVPD basis

The HOMO energy (alpha / beta) comes out at -13.129 / -13.128 eV. The value obtained for the HOMO-LUMO gap (alpha / beta) is 0.2927 / 0.2926 hartree. For the LUMO energy (alpha / beta), the calculation gives -5.17 / -5.17 eV.

```
! RIJCOSX wB97M-V def2-TZVPD def2/J DEFGRID3
* xyz 1 1
C 0.078 -1.084 1.302
C 0.318 1.600 3.582
C -1.840 1.140 0.424
C 0.688 2.137 0.055
C 1.322 -2.423 -1.141
N -0.062 -2.225 1.580
N 0.185 -0.045 0.626
N -0.298 1.183 0.664
O 0.107 2.648 3.194
O -0.269 -0.435 -1.971
O 0.707 0.570 3.933
S 0.931 -0.610 -1.217
H -2.171 1.674 1.372
H -2.138 1.622 -0.504
H -2.079 0.080 0.390
H 0.413 3.067 0.696
H 1.626 1.706 0.496
H 0.661 2.164 -1.062
H 0.459 -3.049 -0.972
H 2.072 -2.646 -0.364
H 1.748 -2.690 -2.233
H 0.418 -2.793 2.290
*
```

Löwdin atomic charge list, values in e, 5 entries: C -0.22; C -0.44; C 0.04; C -0.04; C -0.23

=====

Record 2
Formula: C4H9N2O2
Source: OMol25
Level of theory: the ωB97M-V functional and the def2-TZVPD basis

The HOMO energy comes out at -4.037 eV. The value obtained for the HOMO-LUMO gap is 0.2748 hartree. For the LUMO energy, the calculation gives 3.44 eV.

```
! RIJCOSX wB97M-V def2-TZVPD def2/J DEFGRID3
* xyz -1 1
N -2.930 0.605 0.394
C -1.726 -0.506 0.574
C -0.503 0.186 -0.061
N 0.650 -0.721 -0.098
C 1.861 -0.153 -0.689
C 2.594 0.904 0.177
O 3.663 1.333 -0.361
O 2.077 1.182 1.296
H -3.685 0.254 0.937
H -2.562 -0.340 -0.323
H -1.688 -1.540 0.222
H -1.554 -0.569 1.656
H -0.175 1.085 0.573
H -0.696 0.508 -1.067
H 0.419 -1.567 -0.635
H 2.587 -0.995 -0.917
H 1.668 0.333 -1.678
*
```

Löwdin atomic charge list, values in e, 5 entries: N -0.02; C -0.30; C -0.26; N -0.11; C -0.20

=====

Record 3
Formula: C2H3N3O
Source: OMol25
Level of theory: the ωB97M-V functional and the def2-TZVPD basis

The HOMO energy comes out at -9.395 eV. The structure (SMILES) is Oc1c[nH]nn1. The value obtained for the HOMO-LUMO gap is 0.3811 hartree. For the LUMO energy, the calculation gives 0.98 eV.

```
! RIJCOSX wB97M-V def2-TZVPD def2/J DEFGRID3
* xyz 0 1
O 2.115 0.290 -0.205
C 0.772 0.152 -0.056
C -0.357 0.937 0.079
N -1.401 -0.082 0.198
N -0.875 -1.287 0.082
N 0.390 -1.179 -0.045
H 2.383 -0.653 -0.273
H -0.604 2.002 0.163
H -2.422 -0.180 0.057
*
```

Löwdin atomic charge list, values in e, 5 entries: O 0.05; C -0.40; C 0.02; N -0.02; N -0.05

=====

Record 4
Formula: C37H107N7O13
Source: OMol25
Level of theory: the ωB97M-V functional and the def2-TZVPD basis

The HOMO energy comes out at -8.866 eV. The value obtained for the HOMO-LUMO gap is 0.3394 hartree. For the LUMO energy, the calculation gives 0.37 eV.

```
! RIJCOSX wB97M-V def2-TZVPD def2/J DEFGRID3
* xyz 0 1
C -3.593 -3.154 3.040
C -4.661 -3.752 3.994
O -5.868 -3.949 3.235
H -3.363 -3.856 2.239
H -2.674 -3.191 3.626
H -3.830 -2.155 2.675
H -4.686 -3.020 4.801
H -4.330 -4.710 4.395
H -6.201 -3.073 3.028
C 1.464 3.318 3.141
C 0.742 4.352 3.938
O 0.775 5.611 3.280
H 2.474 3.638 2.884
H 0.864 3.159 2.245
H 1.543 2.366 3.665
H 1.226 4.428 4.911
H -0.274 4.037 4.176
H 1.573 6.044 3.593
C 4.387 4.565 0.108
C 3.384 4.924 -0.992
O 4.212 5.274 -2.105
H 3.840 4.206 0.980
H 5.071 5.355 0.418
H 5.085 3.791 -0.209
H 2.798 5.782 -0.661
H 2.747 4.048 -1.119
H 3.880 4.664 -2.767
C -3.329 -0.588 -3.364
C -4.758 -0.851 -2.842
C -4.840 -0.768 -1.307
O -4.182 -1.824 -0.598
C -4.854 -3.085 -0.610
N -5.631 0.113 -3.435
H -3.178 -0.561 -4.444
H -2.602 -1.294 -2.963
H -2.927 0.342 -2.961
H -5.089 -1.846 -3.142
H -5.884 -0.702 -1.003
H -4.356 0.188 -1.109
H -4.204 -3.888 -0.264
H -5.304 -3.406 -1.550
H -5.729 -3.129 0.038
H -5.845 -0.025 -4.412
H -6.577 0.037 -3.091
C 0.676 -6.918 -1.245
C -0.761 -6.610 -0.828
C -1.293 -5.245 -1.163
O -0.579 -4.159 -0.582
C -1.152 -2.867 -0.837
N -1.523 -7.741 -1.338
H 0.851 -7.193 -2.285
H 1.082 -7.644 -0.540
H 1.336 -6.066 -1.085
H -0.909 -6.618 0.251
H -2.334 -5.152 -0.852
H -1.136 -5.039 -2.222
H -1.287 -2.648 -1.896
H -0.508 -2.059 -0.489
H -2.111 -2.813 -0.322
H -2.513 -7.720 -1.138
H -1.234 -8.607 -0.905
C 1.809 1.448 -0.572
C 0.548 1.658 -1.334
C -0.718 1.642 -0.466
O -1.069 0.319 -0.168
C -1.963 0.230 0.947
N 0.752 2.893 -2.072
H 2.691 1.658 -1.177
H 1.821 0.454 -0.123
H 1.999 2.176 0.216
H 0.549 0.885 -2.102
H -1.478 2.147 -1.063
H -0.575 2.382 0.321
H -2.898 0.774 0.814
H -1.496 0.513 1.890
H -2.222 -0.824 1.053
H -0.116 3.077 -2.553
H 0.777 3.601 -1.352
C -2.350 0.782 4.719
C -2.865 0.646 6.166
C -1.731 0.623 7.173
O -1.012 -0.653 7.129
C -0.038 -0.804 8.176
N -3.785 1.749 6.490
H -1.710 1.640 4.512
H -3.257 0.953 4.139
H -1.892 -0.139 4.358
H -3.481 -0.245 6.290
H -2.172 0.732 8.164
H -1.028 1.443 7.022
H 0.538 -1.714 8.011
H -0.556 -0.951 9.123
H 0.558 0.105 8.260
H -3.223 2.558 6.712
H -4.196 1.490 7.375
C 0.989 -0.844 3.275
C 1.515 -1.637 4.508
C 2.407 -0.865 5.471
O 2.901 -1.593 6.584
C 3.678 -0.858 7.496
N 0.435 -2.274 5.203
H 0.185 -0.165 3.557
H 0.696 -1.479 2.439
H 1.754 -0.208 2.829
H 2.131 -2.437 4.097
H 1.895 0.067 5.707
H 3.263 -0.506 4.900
H 3.856 -1.425 8.409
H 3.226 0.094 7.775
H 4.600 -0.602 6.974
H 0.917 -2.589 6.033
H -0.144 -1.536 5.577
C 0.684 -5.204 -6.005
C 1.780 -4.956 -4.982
C 1.444 -3.836 -3.944
O 1.400 -2.587 -4.635
C 0.831 -1.563 -3.864
N 2.095 -6.224 -4.364
H 0.528 -4.270 -6.545
H -0.238 -5.542 -5.532
H 0.976 -5.973 -6.720
H 2.660 -4.607 -5.522
H 2.206 -3.819 -3.165
H 0.455 -4.154 -3.613
H 1.272 -1.503 -2.869
H -0.243 -1.748 -3.857
H 1.038 -0.575 -4.275
H 2.473 -6.774 -5.122
H 1.215 -6.684 -4.180
C 2.079 5.447 -4.979
C 2.442 3.996 -5.227
C 3.315 3.693 -6.453
O 2.657 4.138 -7.643
C 3.548 4.049 -8.745
N 2.979 3.353 -3.996
H 1.511 5.519 -4.052
H 1.511 5.819 -5.832
H 3.029 5.958 -4.826
H 1.481 3.500 -5.365
H 3.522 2.625 -6.516
H 4.242 4.265 -6.403
H 4.036 3.082 -8.864
H 4.248 4.878 -8.636
H 2.925 4.205 -9.626
H 2.182 3.048 -3.457
H 3.661 2.635 -4.197
C -1.084 2.594 -4.647
O -1.763 3.287 -3.598
H -1.127 3.237 -5.525
H -0.055 2.334 -4.397
H -1.599 1.661 -4.877
H -2.699 3.089 -3.678
C 4.843 0.782 1.831
O 4.439 1.205 3.129
H 5.918 0.605 1.808
H 4.405 -0.216 1.792
H 4.501 1.465 1.053
H 4.734 2.100 3.315
C -1.104 5.149 -0.419
O 0.239 4.999 0.014
H -1.107 4.824 -1.459
H -1.729 4.517 0.212
H -1.500 6.163 -0.359
H 0.332 5.300 0.921
*
```

Löwdin atomic charge list, values in e, 5 entries: C -0.09; C -0.29; O -0.09; H 0.06; H 0.07

=====

ΔE to the lowest compared entry with this formula, charge and spin, record by record: 92.6 103.5 41.9 39.1 kcal per mole
Strongest force on any atom, record by record: 3.42 5.01 1.79 2.55 eV/Å
Electronic energy, record by record: -984.2991 -417.7178 -317.4655 -2835.0186 Eh